1.
The following is a DFT calculation (wB97M-V/def2-TZVPD) of a structure of composition C51H56CdCl2N2P2Si.

Geometry as XYZ:
```
115
Properties=species:S:1:pos:R:3
Cd -0.364 1.663 -0.606
C 0.499 -3.222 -0.252
N 0.976 -2.973 1.108
C -0.023 -2.647 2.110
P -0.685 -0.868 2.275
C -2.141 -1.276 3.349
C -2.494 -0.381 4.367
C -3.683 -0.503 5.062
C -4.595 -1.496 4.727
C -4.267 -2.391 3.719
C -3.063 -2.283 3.041
C 0.351 -0.133 3.608
C 0.763 1.191 3.482
C 1.566 1.783 4.445
C 1.968 1.061 5.560
C 1.536 -0.250 5.715
C 0.729 -0.837 4.755
C 2.259 -3.300 1.509
C 3.102 -4.153 0.771
C 4.374 -4.469 1.212
C 4.875 -3.955 2.400
C 4.063 -3.102 3.133
C 2.789 -2.779 2.703
P 0.239 -1.683 -1.412
C 1.901 -1.834 -2.219
C 3.059 -1.771 -1.446
C 4.316 -1.819 -2.030
C 4.438 -1.953 -3.405
C 3.294 -2.014 -4.188
C 2.039 -1.934 -3.605
C -0.704 -2.607 -2.714
C -1.642 -1.890 -3.457
C -2.366 -2.504 -4.468
C -2.171 -3.851 -4.752
C -1.234 -4.571 -4.026
C -0.502 -3.954 -3.020
H -0.465 -3.744 -0.202
H 1.200 -3.875 -0.758
H 0.322 -2.982 3.088
H -0.916 -3.229 1.866
H -1.820 0.428 4.618
H -3.913 0.182 5.870
H -5.548 -1.564 5.237
H -4.963 -3.178 3.452
H -2.854 -2.994 2.255
H 0.457 1.765 2.614
H 1.879 2.812 4.326
H 2.609 1.513 6.307
H 1.830 -0.819 6.591
H 0.364 -1.845 4.918
H 2.784 -4.581 -0.167
H 4.986 -5.131 0.611
H 5.877 -4.195 2.733
H 4.434 -2.662 4.052
H 2.215 -2.074 3.284
H 2.984 -1.661 -0.375
H 5.199 -1.757 -1.405
H 5.421 -1.986 -3.860
H 3.385 -2.111 -5.264
H 1.157 -1.934 -4.232
H -1.740 -0.818 -3.229
H -3.079 -1.925 -5.044
H -2.736 -4.333 -5.543
H -1.059 -5.617 -4.253
H 0.241 -4.540 -2.493
Cl -3.440 -1.848 -0.481
C -4.276 -0.318 -0.190
Cl -3.168 1.032 0.114
H -4.896 -0.450 0.690
H -4.853 -0.088 -1.079
C 4.552 1.606 0.643
C 3.748 0.545 1.031
C 2.399 0.549 0.694
C 1.788 1.582 -0.024
C 2.636 2.633 -0.394
C 3.989 2.655 -0.074
H 5.610 1.612 0.885
H 4.168 -0.286 1.592
H 1.794 -0.301 1.010
H 2.227 3.476 -0.947
H 4.608 3.489 -0.393
C -0.686 5.050 2.570
Si -2.028 4.611 1.287
C -3.302 3.551 2.231
C -2.968 6.259 0.962
C -1.346 3.795 -0.203
H -1.028 5.797 3.293
H 0.206 5.447 2.077
H -0.382 4.160 3.128
H -3.673 4.045 3.135
H -2.857 2.598 2.528
H -4.163 3.326 1.598
H -3.298 6.774 1.870
H -3.852 6.060 0.350
H -2.336 6.949 0.395
H -0.556 4.435 -0.620
H -2.133 3.747 -0.967
C 1.482 1.791 -3.836
C 0.120 2.082 -4.396
C -0.007 2.779 -5.581
C -1.252 3.113 -6.120
C -2.389 2.716 -5.419
C -2.314 2.006 -4.236
C -3.565 1.615 -3.502
C -1.041 1.644 -3.634
N -0.996 0.916 -2.525
H 2.230 1.699 -4.631
H 1.447 0.871 -3.260
H 1.807 2.577 -3.146
H 0.899 3.082 -6.105
H -1.333 3.672 -7.047
H -3.373 2.975 -5.812
H -4.456 1.994 -4.015
H -3.548 2.014 -2.483
H -3.649 0.524 -3.412
```

Values from the calculation:
Total charge   -2
Kohn-Sham gap   0.130 hartree
HOMO energy   0.3717 eV
Spin multiplicity   1


2.
The following is a DFT calculation (wB97M-V/def2-TZVPD) of a structure of composition C51H56F3I2N9O4P2PbSSb.

Geometry as XYZ:
```
130
Properties=species:S:1:pos:R:3
Pb 0.419 0.075 0.841
I 1.227 -4.903 7.062
C 0.552 -3.715 5.458
C -0.603 -4.044 4.769
C -1.025 -3.213 3.753
I -2.793 -3.740 2.741
C -0.361 -2.018 3.358
O -0.861 -1.253 2.435
C 0.854 -1.761 4.061
C 1.717 -0.562 3.759
N 2.310 -0.604 2.395
C 2.981 -1.881 2.111
C 2.007 -2.920 1.616
C 2.108 -4.249 2.009
C 1.187 -5.163 1.536
C 0.178 -4.721 0.693
C 0.168 -3.388 0.335
N 1.068 -2.506 0.762
C 1.270 -2.592 5.094
H -1.164 -4.933 5.022
H 1.129 0.355 3.824
H 2.519 -0.523 4.503
H 2.986 0.151 2.319
H 3.723 -1.716 1.330
H 3.494 -2.261 3.001
H 2.886 -4.556 2.696
H 1.238 -6.202 1.833
H -0.596 -5.386 0.339
H -0.613 -2.993 -0.309
H 2.172 -2.341 5.639
N 3.904 3.178 -1.200
C 4.987 2.493 -1.787
C 5.878 3.183 -2.590
C 6.946 2.521 -3.183
C 7.113 1.162 -2.991
C 6.210 0.462 -2.198
C 5.166 1.131 -1.591
S 4.033 0.250 -0.538
N 2.790 1.336 -0.251
C 2.850 2.576 -0.571
C 1.680 3.443 -0.264
C 1.744 4.830 -0.359
C 0.592 5.575 -0.160
C -0.579 4.915 0.152
C -0.540 3.532 0.270
N 0.549 2.812 0.058
H 3.787 4.126 -1.511
H 5.738 4.247 -2.748
H 7.639 3.074 -3.801
H 7.943 0.638 -3.444
H 6.323 -0.605 -2.047
H 2.675 5.346 -0.551
H 0.618 6.651 -0.261
H -1.508 5.446 0.312
H -1.435 2.990 0.509
C -1.773 1.145 5.457
N -2.723 1.164 4.346
C -3.595 0.000 4.262
P -2.206 2.006 3.020
O -0.760 2.077 2.731
O -3.122 1.361 1.861
P -3.226 0.911 0.314
O -1.962 0.520 -0.356
N -3.875 2.294 -0.347
C -4.923 3.076 0.294
C -4.046 2.209 -1.798
N -4.310 -0.318 0.250
C -3.816 -1.660 -0.078
C -5.578 -0.248 0.966
N -2.807 3.551 3.154
C -4.129 3.725 3.744
C -1.904 4.676 3.360
H -2.316 1.109 6.403
H -1.176 2.058 5.432
H -1.097 0.286 5.413
H -3.956 -0.235 5.263
H -3.088 -0.875 3.853
H -4.454 0.226 3.634
H -4.785 3.076 1.371
H -5.924 2.702 0.052
H -4.860 4.107 -0.062
H -3.270 1.575 -2.225
H -3.959 3.209 -2.229
H -5.024 1.798 -2.070
H -3.598 -1.726 -1.142
H -4.588 -2.388 0.168
H -2.917 -1.906 0.488
H -5.786 0.784 1.241
H -5.554 -0.854 1.876
H -6.387 -0.608 0.328
H -4.681 2.788 3.689
H -4.674 4.502 3.204
H -4.063 4.014 4.798
H -0.907 4.393 3.032
H -1.864 4.976 4.413
H -2.237 5.536 2.774
F 4.304 1.818 -6.443
C 3.466 1.232 -5.574
C 3.165 -0.110 -5.726
C 2.310 -0.708 -4.814
C 1.766 0.024 -3.762
C 2.073 1.377 -3.650
C 2.927 1.992 -4.555
Sb 0.538 -0.922 -2.256
C -1.117 -1.344 -3.575
C -2.048 -2.324 -3.245
C -3.157 -2.556 -4.046
C -3.330 -1.775 -5.173
F -4.408 -1.979 -5.945
C -2.434 -0.784 -5.522
C -1.324 -0.574 -4.716
C 1.564 -2.817 -2.540
C 0.927 -3.974 -2.971
C 1.627 -5.165 -3.113
C 2.972 -5.184 -2.805
F 3.655 -6.334 -2.928
C 3.638 -4.052 -2.377
C 2.924 -2.870 -2.254
H 3.600 -0.666 -6.546
H 2.065 -1.757 -4.927
H 1.630 1.960 -2.850
H 3.177 3.043 -4.488
H -1.921 -2.921 -2.348
H -3.882 -3.322 -3.806
H -2.609 -0.191 -6.410
H -0.611 0.196 -4.986
H -0.127 -3.958 -3.218
H 1.144 -6.067 -3.465
H 4.695 -4.103 -2.150
H 3.439 -1.975 -1.939
```

Values from the calculation:
Total charge   +1
Kohn-Sham gap   0.250 hartree
HOMO energy   -9.3689 eV
Spin multiplicity   1


3.
The following is a DFT calculation (wB97M-V/def2-TZVPD) of a structure of composition C51H60AsBN6OPTl.

Geometry as XYZ:
```
122
Properties=species:S:1:pos:R:3
Tl -1.641 1.255 -1.156
C -2.446 -1.890 -3.319
C -3.236 -1.828 -2.053
C -4.146 -2.769 -1.550
C -4.641 -2.209 -0.387
C -5.649 -2.784 0.553
N -4.050 -1.008 -0.226
N -3.184 -0.782 -1.238
B -4.406 0.057 0.839
N -3.204 0.323 1.757
N -2.004 0.746 1.292
C -1.184 0.831 2.341
C 0.245 1.247 2.243
C -1.875 0.459 3.503
C -3.152 0.144 3.092
C -4.305 -0.297 3.931
N -4.869 1.347 0.120
N -4.130 1.932 -0.846
C -4.860 2.899 -1.380
C -4.353 3.743 -2.504
C -6.107 2.957 -0.738
C -6.073 1.952 0.210
C -7.125 1.579 1.202
H -2.030 -2.886 -3.475
H -3.085 -1.666 -4.176
H -1.632 -1.165 -3.299
H -4.406 -3.724 -1.977
H -5.942 -3.773 0.208
H -5.237 -2.871 1.559
H -6.540 -2.158 0.608
H -5.305 -0.348 1.504
H 0.471 1.605 1.238
H 0.461 2.045 2.956
H 0.893 0.403 2.492
H -1.486 0.426 4.508
H -3.997 -0.327 4.974
H -5.146 0.390 3.835
H -4.653 -1.291 3.646
H -3.388 3.367 -2.845
H -5.058 3.723 -3.336
H -4.233 4.781 -2.189
H -6.917 3.639 -0.940
H -7.955 2.278 1.127
H -7.498 0.569 1.027
H -6.726 1.618 2.216
O -1.483 1.163 -4.219
H -1.071 1.793 -4.817
H -2.414 1.096 -4.459
C 2.448 -0.398 -0.208
C 3.469 -1.499 -0.461
As 5.231 -0.954 0.265
C 4.643 -0.956 2.139
C 4.258 -2.121 2.798
C 3.773 -2.069 4.096
C 3.662 -0.849 4.750
C 4.046 0.316 4.105
C 4.535 0.261 2.807
C 6.084 -2.716 0.283
C 5.725 -3.739 -0.588
C 6.367 -4.969 -0.533
C 7.380 -5.187 0.387
C 7.762 -4.165 1.246
C 7.121 -2.938 1.188
P 0.694 -0.803 -0.674
C 0.330 -2.267 0.352
C -0.718 -3.104 -0.036
C -1.135 -4.145 0.776
C -0.519 -4.359 2.002
C 0.500 -3.513 2.412
C 0.916 -2.469 1.599
C 1.040 -1.497 -2.341
C 1.247 -0.543 -3.338
C 1.548 -0.924 -4.636
C 1.640 -2.271 -4.957
C 1.442 -3.226 -3.971
C 1.144 -2.845 -2.670
H 2.710 0.501 -0.771
H 2.440 -0.107 0.845
H 3.574 -1.674 -1.532
H 3.169 -2.439 0.007
H 4.339 -3.078 2.293
H 3.477 -2.982 4.599
H 3.277 -0.808 5.761
H 3.966 1.270 4.612
H 4.831 1.172 2.298
H 4.937 -3.582 -1.315
H 6.071 -5.760 -1.211
H 7.874 -6.149 0.434
H 8.559 -4.325 1.961
H 7.417 -2.140 1.862
H -1.215 -2.923 -0.979
H -1.950 -4.784 0.458
H -0.838 -5.173 2.640
H 0.973 -3.656 3.376
H 1.703 -1.813 1.953
H 1.157 0.508 -3.087
H 1.707 -0.172 -5.399
H 1.862 -2.574 -5.972
H 1.521 -4.278 -4.218
H 0.997 -3.603 -1.911
C -1.232 4.521 -0.172
C -0.042 4.161 -1.063
C -0.315 4.668 -2.491
C 0.316 2.707 -0.917
C 1.281 4.756 -0.554
C 2.467 4.526 -1.252
C 3.672 5.056 -0.816
C 3.718 5.846 0.322
C 2.546 6.086 1.022
C 1.344 5.542 0.594
H -2.131 4.058 -0.584
H -1.395 5.601 -0.132
H -1.093 4.131 0.837
H -1.234 4.215 -2.873
H 0.498 4.407 -3.168
H -0.427 5.756 -2.495
H 0.889 2.396 -1.809
H 2.467 3.929 -2.155
H 4.577 4.849 -1.374
H 4.657 6.270 0.655
H 2.565 6.703 1.912
H 0.449 5.744 1.166
```

Values from the calculation:
Total charge   0
Kohn-Sham gap (spin up / spin down)   0.264 / 0.264 hartree
HOMO energy (spin up / spin down)   -6.9991 / -6.9984 eV
Spin multiplicity   1